The following is a DFT calculation (ωB97M-V with the def2-TZVPD basis set) of 9 unconnected molecules or ions with the total composition C42H72O22P2.

Summary:
HOMO = -7.54 eV
Orbital gap = 7.690 eV
Spin multiplicity = 1
Structure (SMILES) = COP(=O)(OC)OC.COP(=O)(OC)OC.Oc1ccc(O)cc1.Oc1ccc(O)cc1.Oc1ccc(O)cc1.Oc1ccc(O)cc1.COCCOC.COCCOC.COCCOC

Each line ends with the Mulliken charge.
Atoms and positions in Å:
C1 -6.0659 3.9224 2.3658  -0.7099
C2 -5.3363 2.7912 2.7806  -0.5734
C3 -4.5204 2.1145 1.9568  0.6774
C4 -4.4454 2.4145 0.6178  -0.5806
C5 -5.0342 3.6207 0.2176  -0.1924
C6 -5.9122 4.3049 1.0307  0.2312
O1 -6.6123 5.3533 0.5048  -0.5567
O2 -3.7791 1.1225 2.5235  -0.3936
H1 -6.6810 4.5298 3.0133  0.3517
H2 -5.2304 2.6977 3.8513  0.2750
H3 -3.9254 1.8352 -0.1309  0.4029
H4 -4.9694 3.9035 -0.8227  0.4632
H5 -6.8958 6.1263 0.9985  0.3211
H6 -4.1627 0.9359 3.3835  0.2716
C7 -0.0225 -1.2732 0.6598  -0.4759
C8 -0.6504 -0.2489 -0.1148  -0.3812
C9 -0.1914 1.0305 -0.1263  -0.0794
C10 0.9449 1.2939 0.6512  -0.6082
C11 1.5400 0.3703 1.4703  -0.4281
C12 1.0505 -0.9316 1.4604  -0.1595
O3 1.7292 -1.8502 2.2632  -0.2876
O4 -0.5866 1.9859 -1.0018  0.1562
H7 -0.3615 -2.2971 0.6036  1.0580
H8 -1.4599 -0.4459 -0.8019  0.4558
H9 1.4588 2.2434 0.6755  0.5054
H10 2.4652 0.6201 1.9685  0.4328
H11 2.5577 -1.5497 2.6439  0.0629
H12 -1.5236 1.9036 -1.1939  -0.1708
C13 -3.4580 0.7911 -4.9073  -0.4696
C14 -3.3293 1.7060 -3.8858  -0.5067
C15 -2.3431 2.6649 -3.9058  0.3685
C16 -1.3536 2.7041 -4.9327  -0.5233
C17 -1.4813 1.8109 -5.9890  -0.8512
C18 -2.4502 0.8267 -5.9206  0.8962
O5 -2.5695 -0.0937 -6.9242  -0.5109
O6 -2.3552 3.6159 -2.9305  -0.3920
H13 -4.1999 0.0119 -4.8135  0.4210
H14 -4.0608 1.7600 -3.0931  0.3967
H15 -0.5839 3.4535 -4.8214  0.2922
H16 -0.9239 1.8240 -6.9140  0.3377
H17 -1.7666 -0.1200 -7.4499  0.2732
H18 -1.7236 4.3262 -3.0655  0.2708
C19 5.2509 -1.2344 1.3426  -0.0139
C20 6.4204 -1.3517 0.5858  -0.9804
C21 7.5792 -1.5174 1.3283  0.6562
C22 7.5971 -1.6067 2.7070  -0.6287
C23 6.4145 -1.5001 3.4410  -0.6456
C24 5.2458 -1.2595 2.7446  0.3793
O7 4.0660 -1.1932 3.4147  -0.2998
O8 8.8165 -1.6488 0.7218  -0.5724
H19 4.3665 -1.0756 0.7433  0.4421
H20 6.4218 -1.4196 -0.4921  0.3643
H21 8.5501 -1.7337 3.1988  0.4105
H22 6.4033 -1.7146 4.4994  0.3499
H23 4.2663 -1.1035 4.3492  0.1804
H24 8.8885 -2.0339 -0.1547  0.3102
C25 0.2698 6.7360 -5.2584  -0.5491
O9 1.2995 6.4260 -4.4133  -0.4092
P1 1.0213 5.4710 -3.1120  1.2152
O10 -0.3463 5.3902 -2.5708  -0.6931
O11 1.6563 4.0623 -3.5638  -0.2120
C26 3.0350 3.8346 -3.7013  -0.7818
O12 2.0748 6.2303 -2.0359  -0.4273
C27 2.3220 5.7276 -0.7417  -0.3905
H25 -0.4566 5.9307 -5.3670  0.1973
H26 0.5770 6.9836 -6.2745  0.2779
H27 -0.2230 7.6518 -4.9317  0.2855
H28 3.2932 3.7028 -4.7520  0.2856
H29 3.3922 2.8741 -3.3300  0.2708
H30 3.6537 4.6183 -3.2641  0.3438
H31 2.0603 6.5371 -0.0602  0.2438
H32 3.3763 5.5059 -0.5762  0.2961
H33 1.7186 4.8448 -0.5305  0.0730
C28 -0.9240 -2.6718 4.6433  -0.4767
O13 0.0916 -3.4591 5.4320  -0.3467
P2 0.2569 -5.0852 5.2461  1.0346
O14 -0.9749 -5.8150 4.8145  -0.7080
O15 0.9420 -5.4797 6.6350  -0.3483
C29 1.2546 -6.8837 7.0405  -0.6975
O16 1.4577 -5.2674 4.2020  -0.1619
C30 2.8369 -4.8672 4.4604  -0.6310
H34 -1.0646 -3.0091 3.6164  0.1443
H35 -0.4958 -1.6699 4.6134  0.1887
H36 -1.8845 -2.4268 5.0965  0.3632
H37 0.7705 -7.6299 6.4106  0.3332
H38 0.8686 -6.9786 8.0554  0.2572
H39 2.3129 -7.1134 6.9167  0.2758
H40 2.8629 -4.4288 5.4580  0.3792
H41 3.2303 -4.0731 3.8258  0.1080
H42 3.5608 -5.6810 4.5022  0.3284
C31 -1.2844 4.1257 1.9839  -0.4144
O17 -0.4366 5.2734 1.9398  -0.3173
C32 -0.0533 5.7709 3.2252  -0.7257
C33 0.9522 4.8027 3.9007  -0.4765
O18 2.2672 4.7892 3.3661  -0.2393
C34 3.0999 3.7527 3.7898  -0.9466
H43 -2.0335 4.3288 2.7493  0.4314
H44 -0.6996 3.2584 2.2904  0.1164
H45 -1.7523 3.9830 1.0099  -0.0031
H46 -0.9712 5.9329 3.7902  0.3839
H47 0.3122 6.7959 3.1617  0.3750
H48 0.5023 3.8120 3.9650  0.3544
H49 1.1598 5.1438 4.9149  0.4182
H50 3.1706 4.1104 4.8170  0.4415
H51 4.0959 3.9327 3.3851  0.2628
H52 2.8806 2.6854 3.8178  0.3477
C35 -5.7893 -2.7195 -5.5757  -0.4052
O19 -5.0723 -3.4810 -6.5246  -0.3779
C36 -4.1553 -4.4681 -5.9409  -0.5675
C37 -3.0535 -3.8658 -5.1478  -0.2891
O20 -3.5857 -3.6151 -3.7821  -0.3864
C38 -2.6493 -3.1512 -2.7830  -0.6651
H53 -6.3528 -3.3736 -4.9102  0.3171
H54 -6.3236 -1.9472 -6.1289  0.2678
H55 -5.1098 -2.1503 -4.9413  0.0103
H56 -3.7458 -4.9724 -6.8161  0.3045
H57 -4.7601 -5.1469 -5.3394  0.3219
H58 -2.8061 -2.8727 -5.5227  0.1526
H59 -2.1942 -4.5358 -5.1184  0.4778
H60 -1.8105 -3.8338 -2.6466  0.2668
H61 -3.1219 -3.1250 -1.8012  0.3133
H62 -2.2859 -2.1423 -2.9784  0.2355
C39 -1.6389 -5.6902 0.1621  -0.8703
O21 -0.7763 -4.6545 0.5715  -0.3196
C40 0.6457 -4.9750 0.4133  -0.2650
C41 1.3315 -4.1544 -0.6143  0.1971
O22 2.4350 -4.8781 -1.0996  -0.4697
C42 3.8031 -4.6780 -0.6903  -0.4684
H63 -1.8601 -6.4565 0.9050  0.2469
H64 -1.2746 -6.1283 -0.7671  0.3796
H65 -2.6255 -5.2473 0.0250  0.2530
H66 0.8067 -6.0448 0.2799  0.5728
H67 1.0864 -4.5787 1.3281  -0.0926
H68 1.5376 -3.1026 -0.4162  0.1563
H69 0.6933 -3.9563 -1.4753  -0.0440
H70 3.7425 -4.4467 0.3732  0.1166
H71 4.4416 -3.9052 -1.1183  0.2355
H72 4.3645 -5.6007 -0.8367  0.2966

---

The following is a DFT calculation (ωB97M-V with the def2-TZVPD basis set) of 8 unconnected molecules or ions with the total composition C42H77ClF2N2O8Si.

Summary:
HOMO = -9.10 eV
Orbital gap = 8.663 eV
Spin multiplicity = 1
Structure (SMILES) = C[Si](C)(CCC(F)(F)c1ccc2nc(CC(=O)Cl)cnc2c1)c1ccccc1.CC(C)O.CC(C)O.CC(C)O.CC(C)O.CC(C)O.CC(C)O.CC(C)O

Each line ends with the Mulliken charge.
Atoms and positions in Å:
C1 3.3114 -2.5507 0.9391  -1.2397
Si1 3.1524 -0.9993 -0.1553  0.1102
C2 4.7050 0.0571 -0.1131  -0.6510
C3 1.6142 -0.0794 0.4913  -0.3123
C4 1.5242 1.3712 -0.0013  -0.7493
C5 0.1911 2.0531 0.3166  0.5210
F1 0.0309 2.2342 1.6608  -0.3220
F2 0.0870 3.2685 -0.3143  -0.4094
C6 -0.9907 1.2051 -0.1696  -0.1741
C7 -1.2840 1.1615 -1.5731  -0.8970
C8 -2.3028 0.3808 -1.9935  -0.6089
C9 -3.0951 -0.3736 -1.0888  0.1276
N1 -4.0832 -1.1603 -1.6028  -0.4965
C10 -4.7282 -1.8403 -0.6922  0.2690
C11 -5.8273 -2.7887 -1.1561  -0.3400
C12 -5.1090 -3.9663 -1.8529  0.5926
O1 -5.2309 -4.1747 -3.0243  -0.4781
Cl1 -4.0316 -5.0090 -0.8354  -0.2047
C13 -4.4533 -1.7351 0.7057  -0.5349
N2 -3.5193 -0.9873 1.2414  0.0456
C14 -2.8199 -0.3115 0.2813  -0.2455
C15 -1.7413 0.5134 0.7094  0.4959
C16 2.7358 -1.6583 -1.8862  0.5405
C17 3.6239 -2.4191 -2.6476  -0.4430
C18 3.3025 -2.9274 -3.8839  -0.7077
C19 2.0555 -2.6783 -4.4481  -0.5573
C20 1.1725 -1.9186 -3.7064  -0.6262
C21 1.4854 -1.4209 -2.4536  0.3127
H1 2.4775 -3.2094 0.6423  0.3393
H2 4.2331 -3.1091 0.7209  0.3474
H3 3.2009 -2.3249 2.0074  0.3244
H4 5.5963 -0.5898 -0.0997  0.4117
H5 4.7638 0.6425 0.8219  0.1858
H6 4.7233 0.7922 -0.9401  0.0323
H7 0.7577 -0.7102 0.2080  0.0219
H8 1.6794 -0.1468 1.5904  0.4085
H9 2.2862 1.9631 0.5383  0.3401
H10 1.7758 1.4925 -1.0661  0.3256
H11 -0.6590 1.7598 -2.2328  0.4912
H12 -2.5000 0.3504 -3.0658  0.5682
H13 -6.3349 -3.2318 -0.2837  0.4074
H14 -6.5455 -2.3093 -1.8197  0.1143
H15 -5.0709 -2.3291 1.3868  0.4678
H16 -1.5378 0.5696 1.7788  0.7069
H17 4.6126 -2.6548 -2.2475  0.3256
H18 3.9925 -3.5350 -4.4705  0.3511
H19 1.7839 -3.0482 -5.4341  0.4024
H20 0.1890 -1.7177 -4.1360  0.3803
H21 0.7067 -0.8553 -1.9432  -0.0098
C22 -2.2630 0.1579 5.4025  -0.7471
C23 -2.5159 -1.3280 5.6132  0.3181
C24 -1.6289 -2.1708 4.7116  -0.9408
O2 -3.8859 -1.6223 5.3471  -0.5644
H22 -2.4876 0.4445 4.3706  -0.1039
H23 -2.9124 0.7517 6.0479  0.3077
H24 -1.2246 0.4179 5.6178  0.3625
H25 -2.3316 -1.5869 6.6572  0.3098
H26 -1.8365 -1.9542 3.6594  0.0414
H27 -1.8244 -3.2335 4.8625  0.3196
H28 -0.5709 -1.9810 4.9044  0.3635
H29 -4.0594 -1.3966 4.4255  0.3422
C25 -6.7252 1.6913 -1.7577  -0.9558
C26 -7.8583 0.7343 -2.0953  0.3763
C27 -9.2158 1.3809 -1.8698  -1.4255
O3 -7.7466 -0.4423 -1.2905  -0.4745
H30 -6.7682 1.9855 -0.7045  0.2215
H31 -5.7582 1.2101 -1.9163  0.0856
H32 -6.7717 2.5920 -2.3719  0.4410
H33 -7.7718 0.4164 -3.1354  0.3079
H34 -9.3388 1.6653 -0.8208  0.3668
H35 -10.0177 0.6803 -2.1071  0.3491
H36 -9.3366 2.2719 -2.4877  0.3895
H37 -7.8210 -0.1780 -0.3665  0.3056
C28 7.1014 3.6314 -3.1678  -1.3208
C29 6.6334 2.1884 -3.2783  0.7451
C30 6.9085 1.6211 -4.6623  -1.3162
O4 5.2331 2.1160 -3.0010  -0.4615
H38 6.5716 4.2671 -3.8840  0.3536
H39 6.8879 4.0275 -2.1727  0.3238
H40 8.1706 3.7136 -3.3546  0.2862
H41 7.1387 1.5801 -2.5253  0.1297
H42 6.3723 2.1899 -5.4284  0.3560
H43 6.5579 0.5891 -4.7290  0.3268
H44 7.9725 1.6445 -4.8926  0.2795
H45 4.7730 2.6482 -3.6585  0.2960
C31 -4.6806 3.0341 2.6653  -0.9096
C32 -4.0952 4.2374 1.9404  0.3964
C33 -2.6163 4.4013 2.2520  -0.8456
O5 -4.8033 5.4177 2.3215  -0.5860
H46 -4.5933 3.1553 3.7490  0.3750
H47 -5.7437 2.9313 2.4400  0.3367
H48 -4.1712 2.1115 2.3764  0.0174
H49 -4.2323 4.1192 0.8640  0.2196
H50 -2.4606 4.5663 3.3226  0.3654
H51 -2.2090 5.2703 1.7332  0.3326
H52 -2.0508 3.5191 1.9509  -0.0318
H53 -4.6911 5.5345 3.2708  0.3584
C34 3.7336 1.6280 5.0734  -1.3637
C35 4.6018 1.7330 3.8288  0.6072
C36 5.8668 2.5316 4.1024  -1.4003
O6 3.8605 2.3529 2.7782  -0.4319
H54 3.4190 2.6200 5.4096  0.3576
H55 2.8264 1.0603 4.8601  0.2862
H56 4.2684 1.1381 5.8889  0.3959
H57 4.8676 0.7325 3.4817  0.2079
H58 5.6205 3.5526 4.4076  0.3449
H59 6.4749 2.6058 3.1995  0.3365
H60 6.4650 2.0685 4.8889  0.3960
H61 3.6172 3.2388 3.0684  0.3059
C37 11.6750 2.7080 -2.2676  -1.3471
C38 10.6864 1.7653 -2.9360  0.5894
C39 11.3880 0.5417 -3.5048  -1.3844
O7 9.9982 2.4537 -3.9819  -0.4434
H62 12.4133 3.0686 -2.9895  0.3316
H63 11.1601 3.5847 -1.8719  0.3372
H64 12.2016 2.2139 -1.4495  0.3873
H65 9.9314 1.4522 -2.2125  0.1970
H66 12.1171 0.8336 -4.2659  0.3367
H67 10.6691 -0.1213 -3.9885  0.3344
H68 11.9061 -0.0163 -2.7232  0.3960
H69 10.6523 2.7375 -4.6304  0.2725
C40 -8.0456 -7.5192 1.0013  -1.2526
C41 -8.4604 -6.0563 0.9933  0.3268
C42 -9.3126 -5.7297 -0.2237  -1.2083
O8 -7.2973 -5.2281 1.0005  -0.4441
H70 -7.4458 -7.7555 0.1177  0.3098
H71 -7.4283 -7.7368 1.8740  0.3153
H72 -8.9161 -8.1771 1.0167  0.3951
H73 -9.0176 -5.8281 1.9032  0.3011
H74 -8.7530 -5.9092 -1.1465  0.2854
H75 -9.5955 -4.6757 -0.2214  0.2830
H76 -10.2207 -6.3344 -0.2451  0.4223
H77 -6.7937 -5.4197 0.2010  0.2342